*P*
{"formula": "C64H112N16", "method": "ωB97M-V/def2-TZVPD", "elements": ["C", "C", "C", "C", "N", "H", "H", "H", "H", "H", "H", "H", "C", "C", "C", "C", "N", "H", "H", "H", "H", "H", "H", "H", "C", "C", "C", "C", "N", "H", "H", "H", "H", "H", "H", "H", "C", "C", "C", "C", "N", "H", "H", "H", "H", "H", "H", "H", "C", "C", "C", "C", "N", "H", "H", "H", "H", "H", "H", "H", "C", "C", "C", "C", "N", "H", "H", "H", "H", "H", "H", "H", "C", "C", "C", "C", "N", "H", "H", "H", "H", "H", "H", "H", "C", "C", "C", "C", "N", "H", "H", "H", "H", "H", "H", "H", "C", "C", "C", "C", "N", "H", "H", "H", "H", "H", "H", "H", "C", "C", "C", "C", "N", "H", "H", "H", "H", "H", "H", "H", "C", "C", "C", "C", "N", "H", "H", "H", "H", "H", "H", "H", "C", "C", "C", "C", "N", "H", "H", "H", "H", "H", "H", "H", "C", "C", "C", "C", "N", "H", "H", "H", "H", "H", "H", "H", "C", "C", "C", "C", "N", "H", "H", "H", "H", "H", "H", "H", "C", "C", "C", "C", "N", "H", "H", "H", "H", "H", "H", "H", "C", "C", "C", "C", "N", "H", "H", "H", "H", "H", "H", "H"], "positions_angstrom": [[3.8280, -5.6269, 7.6639], [4.3206, -4.9337, 6.3628], [5.2539, -3.6977, 6.6047], [6.4247, -3.8026, 7.4903], [7.3539, -3.8711, 8.2154], [4.7416, -5.9457, 8.1659], [3.3204, -6.5735, 7.4789], [3.3359, -4.9102, 8.3213], [3.5300, -4.6390, 5.6727], [4.7701, -5.6876, 5.7166], [4.6571, -2.9095, 7.0638], [5.6667, -3.3858, 5.6453], [-0.1855, -8.5716, 12.6127], [1.0364, -8.3227, 13.5145], [1.7310, -9.6177, 13.9262], [2.1911, -10.4304, 12.7905], [2.5699, -11.0900, 11.9284], [-0.8579, -9.2529, 13.1341], [0.1849, -9.1152, 11.7435], [-0.6762, -7.6677, 12.2517], [0.6235, -7.8365, 14.3984], [1.7256, -7.6573, 12.9947], [1.0110, -10.2808, 14.4058], [2.5010, -9.4605, 14.6815], [-5.5174, -2.3982, 18.0587], [-6.0088, -2.5631, 19.4751], [-6.1761, -1.1657, 20.1176], [-4.9478, -0.4152, 20.4014], [-3.9477, 0.1300, 20.6442], [-4.5964, -1.8201, 17.9846], [-6.3176, -1.8110, 17.6082], [-5.3118, -3.3923, 17.6617], [-5.4096, -3.1733, 20.1509], [-7.0316, -2.9400, 19.4810], [-6.7273, -1.2062, 21.0571], [-6.7197, -0.5018, 19.4454], [-1.4337, 0.7766, 1.8209], [-1.6228, 2.2316, 1.3174], [-2.4138, 2.3533, -0.0050], [-1.8101, 1.4876, -1.0260], [-1.3156, 0.8693, -1.8565], [-1.0606, 0.7524, 2.8448], [-0.7380, 0.2183, 1.1946], [-2.4042, 0.2804, 1.8301], [-0.7062, 2.7582, 1.0515], [-2.0480, 2.8582, 2.1015], [-2.3988, 3.3823, -0.3641], [-3.4212, 1.9554, 0.1169], [-10.2795, 4.7893, 7.5351], [-10.6514, 3.5968, 6.6237], [-10.5954, 3.9075, 5.1417], [-9.2492, 4.3349, 4.7737], [-8.1828, 4.6874, 4.4999], [-9.2505, 5.0929, 7.3426], [-10.3111, 4.5707, 8.6025], [-10.9277, 5.6137, 7.2380], [-11.6849, 3.3272, 6.8412], [-10.0028, 2.7515, 6.8539], [-11.3036, 4.6812, 4.8450], [-10.8068, 2.9408, 4.6846], [-5.7677, -3.7505, -2.0259], [-7.0988, -4.0339, -2.7095], [-7.6955, -2.7264, -3.2444], [-8.1373, -1.7784, -2.2343], [-8.4729, -1.0448, -1.3988], [-5.0451, -3.3582, -2.7415], [-5.4719, -4.6802, -1.5399], [-5.9121, -3.0672, -1.1890], [-7.8470, -4.4647, -2.0440], [-7.0048, -4.7446, -3.5306], [-8.4758, -2.9929, -3.9574], [-6.9159, -2.2870, -3.8667], [-12.9265, -9.9078, 7.1033], [-14.0395, -10.1147, 8.1647], [-14.9488, -8.8686, 8.1866], [-15.6868, -8.4785, 6.9697], [-16.2705, -8.1712, 6.0313], [-12.1819, -10.7023, 7.0529], [-12.2911, -9.0223, 7.0885], [-13.3870, -9.9001, 6.1154], [-13.7118, -10.3711, 9.1721], [-14.5925, -10.9492, 7.7337], [-14.3980, -8.0035, 8.5557], [-15.7306, -9.0640, 8.9206], [-6.6481, -10.8258, 1.6305], [-5.2743, -11.1951, 0.9746], [-5.0332, -12.6722, 0.7091], [-5.9984, -13.2696, -0.2256], [-6.7914, -13.7453, -0.9416], [-6.7569, -11.1781, 2.6562], [-7.4324, -11.2110, 0.9788], [-6.7413, -9.7405, 1.5902], [-4.4731, -10.7270, 1.5464], [-5.2980, -10.6648, 0.0226], [-4.8667, -13.2914, 1.5906], [-4.0760, -12.7600, 0.1952], [-15.4058, -1.4264, 5.6948], [-15.3698, -1.2286, 4.1820], [-14.8749, -2.4180, 3.3612], [-13.6865, -3.0584, 3.8982], [-12.7611, -3.6163, 4.2953], [-14.4529, -1.7352, 6.1245], [-16.1037, -2.2271, 5.9394], [-15.7755, -0.5489, 6.2254], [-14.7255, -0.3685, 3.9997], [-16.2885, -0.8613, 3.7247], [-14.7847, -2.1594, 2.3061], [-15.5798, -3.2494, 3.3524], [-3.7935, -5.2749, 6.1230], [-5.2685, -4.9694, 6.0391], [-5.6398, -3.8313, 7.0025], [-5.5928, -4.1751, 8.4398], [-5.5926, -4.4658, 9.5726], [-3.1765, -4.4150, 5.8620], [-3.4580, -6.1330, 5.5405], [-3.5621, -5.5469, 7.1528], [-5.8279, -5.8751, 6.2731], [-5.5484, -4.5639, 5.0669], [-6.6596, -3.4806, 6.8441], [-5.0124, -2.9433, 6.9250], [-4.7755, 4.5330, 15.4530], [-6.2207, 4.7466, 14.9831], [-6.9601, 3.5191, 14.4352], [-6.3824, 3.0843, 13.1166], [-5.9631, 2.7780, 12.0963], [-4.1088, 4.7135, 14.6097], [-4.6183, 3.5315, 15.8536], [-4.5021, 5.1804, 16.2862], [-6.2677, 5.5707, 14.2712], [-6.7530, 5.2299, 15.8024], [-8.0176, 3.7572, 14.3212], [-6.9027, 2.7086, 15.1618], [-6.1184, -11.4579, 9.4647], [-5.4043, -12.7652, 9.9512], [-6.0278, -13.9902, 9.3118], [-7.4796, -14.0933, 9.5792], [-8.5904, -14.1902, 9.8257], [-5.4115, -10.6747, 9.7384], [-7.0705, -11.2651, 9.9592], [-6.1969, -11.4047, 8.3789], [-5.4239, -12.8244, 11.0394], [-4.3642, -12.7792, 9.6255], [-5.5050, -14.8474, 9.7360], [-5.8701, -13.9568, 8.2338], [1.9783, -0.8634, 14.0297], [0.5570, -0.3721, 14.1778], [-0.4811, -0.9084, 13.1787], [-0.0522, -0.9592, 11.7475], [0.2567, -0.9272, 10.6433], [2.5948, -0.6939, 14.9125], [2.5494, -0.5067, 13.1726], [1.9945, -1.9519, 13.9739], [0.4981, 0.6906, 13.9422], [0.2331, -0.4052, 15.2180], [-1.3232, -0.2343, 13.3351], [-0.7735, -1.8921, 13.5461], [1.9185, -9.6619, -1.0263], [1.1252, -8.3065, -0.9799], [1.1077, -7.5373, -2.2592], [0.2730, -8.1710, -3.3090], [-0.4450, -8.6532, -4.1198], [2.9385, -9.5536, -1.3952], [1.4370, -10.3794, -1.6907], [2.0272, -10.0751, -0.0235], [1.5026, -7.7054, -0.1527], [0.1174, -8.4859, -0.6055], [2.1178, -7.3726, -2.6343], [0.7143, -6.5310, -2.1150], [-12.4348, -3.4488, 13.5814], [-13.3858, -3.8115, 14.7513], [-13.9156, -2.5658, 15.4839], [-12.8630, -1.6406, 15.9646], [-12.0475, -0.9240, 16.3398], [-12.9354, -2.8681, 12.8067], [-12.1280, -4.3068, 12.9832], [-11.5354, -2.9581, 13.9534], [-12.8137, -4.4266, 15.4458], [-14.2072, -4.4114, 14.3595], [-14.4902, -2.8556, 16.3636], [-14.6073, -2.0458, 14.8211], [-8.9020, -9.8350, 15.4649], [-10.1088, -10.6039, 14.8380], [-10.4676, -11.9593, 15.5602], [-10.7583, -11.8900, 16.9931], [-11.0344, -11.8476, 18.1470], [-8.8584, -8.8495, 15.0013], [-8.0148, -10.4489, 15.3100], [-9.1298, -9.7227, 16.5249], [-10.0498, -10.7791, 13.7638], [-10.9685, -9.9400, 14.9283], [-9.5810, -12.5781, 15.4217], [-11.3342, -12.4806, 15.1535]], "charge": 0, "homo_lumo_gap_ev": 11.456}



*Q*
{"formula": "C64H112N16", "method": "ωB97M-V/def2-TZVPD", "elements": ["C", "C", "C", "C", "N", "H", "H", "H", "H", "H", "H", "H", "C", "C", "C", "C", "N", "H", "H", "H", "H", "H", "H", "H", "C", "C", "C", "C", "N", "H", "H", "H", "H", "H", "H", "H", "C", "C", "C", "C", "N", "H", "H", "H", "H", "H", "H", "H", "C", "C", "C", "C", "N", "H", "H", "H", "H", "H", "H", "H", "C", "C", "C", "C", "N", "H", "H", "H", "H", "H", "H", "H", "C", "C", "C", "C", "N", "H", "H", "H", "H", "H", "H", "H", "C", "C", "C", "C", "N", "H", "H", "H", "H", "H", "H", "H", "C", "C", "C", "C", "N", "H", "H", "H", "H", "H", "H", "H", "C", "C", "C", "C", "N", "H", "H", "H", "H", "H", "H", "H", "C", "C", "C", "C", "N", "H", "H", "H", "H", "H", "H", "H", "C", "C", "C", "C", "N", "H", "H", "H", "H", "H", "H", "H", "C", "C", "C", "C", "N", "H", "H", "H", "H", "H", "H", "H", "C", "C", "C", "C", "N", "H", "H", "H", "H", "H", "H", "H", "C", "C", "C", "C", "N", "H", "H", "H", "H", "H", "H", "H", "C", "C", "C", "C", "N", "H", "H", "H", "H", "H", "H", "H"], "positions_angstrom": [[7.5152, -2.2095, 22.9154], [6.7518, -0.9379, 22.5414], [6.2812, 0.0202, 23.7142], [5.3346, 1.0573, 23.2953], [4.6224, 1.9001, 23.0326], [8.3294, -2.1424, 23.6370], [7.9583, -2.6474, 22.0210], [6.8062, -2.9255, 23.3310], [5.9248, -1.2071, 21.8844], [7.3887, -0.3419, 21.8878], [7.1650, 0.4743, 24.1624], [5.8411, -0.5578, 24.5267], [21.7374, -6.1651, 23.9364], [20.7762, -5.5388, 24.9788], [20.6111, -4.0258, 24.8861], [21.8702, -3.2403, 24.6166], [22.8083, -2.6175, 24.4038], [21.7470, -7.2550, 23.9431], [22.7500, -5.8612, 24.2018], [21.4991, -5.9175, 22.9020], [21.2573, -5.6793, 25.9468], [19.8078, -6.0349, 25.0441], [20.0738, -3.7075, 25.7795], [19.9107, -3.8061, 24.0803], [7.2509, -3.5610, 17.4233], [8.3066, -4.6255, 17.7096], [9.6894, -4.0374, 17.8127], [10.2077, -3.4337, 16.5625], [10.6413, -2.9447, 15.5967], [6.2512, -3.9633, 17.2601], [7.5389, -3.0492, 16.5051], [7.1820, -2.7980, 18.1987], [8.3105, -5.3815, 16.9243], [8.0419, -5.1066, 18.6512], [10.3241, -4.8477, 18.1713], [9.6508, -3.2674, 18.5831], [19.3301, 6.8289, 22.9742], [19.0203, 7.0118, 21.4844], [17.5602, 6.7715, 21.1239], [17.1313, 5.4304, 21.5311], [16.7707, 4.4047, 21.8664], [19.1701, 5.7959, 23.2828], [18.7617, 7.5736, 23.5314], [20.3759, 6.9208, 23.2674], [19.7045, 6.3680, 20.9317], [19.3475, 8.0283, 21.2659], [17.3802, 6.9649, 20.0664], [16.9242, 7.4431, 21.7006], [21.2052, 1.3785, 19.2620], [21.0481, 1.1305, 20.7771], [20.0516, 0.0221, 21.1645], [20.4761, -1.2801, 20.6546], [20.8105, -2.2883, 20.1928], [20.2645, 1.7801, 18.8851], [21.5193, 0.4640, 18.7588], [21.9450, 2.1462, 19.0353], [20.7906, 2.0749, 21.2566], [22.0342, 0.9441, 21.2026], [19.0191, 0.1625, 20.8446], [20.1148, -0.1229, 22.2430], [12.3732, 3.4524, 30.8916], [10.8757, 3.0474, 30.7312], [10.5891, 1.9748, 29.6356], [11.0633, 2.3392, 28.2815], [11.4601, 2.6507, 27.2422], [12.9021, 3.7051, 29.9727], [12.8522, 2.6671, 31.4764], [12.3706, 4.3050, 31.5707], [10.1745, 3.8584, 30.5343], [10.5927, 2.6852, 31.7195], [9.5475, 1.6994, 29.4702], [11.0861, 1.0829, 30.0172], [8.5644, 4.7984, 20.8064], [9.7095, 4.2526, 21.7318], [11.1326, 4.3190, 21.1821], [11.6363, 5.6609, 20.8990], [12.0575, 6.7280, 20.6621], [7.6169, 4.8207, 21.3448], [8.3713, 4.1447, 19.9558], [8.7844, 5.8369, 20.5588], [9.4998, 3.2010, 21.9270], [9.7209, 4.5765, 22.7725], [11.2688, 3.7309, 20.2745], [11.7859, 3.8850, 21.9390], [14.4458, 2.5947, 16.3921], [15.5728, 3.4696, 16.9487], [16.5027, 4.0079, 15.8208], [17.3219, 2.9917, 15.1300], [17.9445, 2.1762, 14.5996], [14.8433, 1.6039, 16.1721], [13.9889, 3.0028, 15.4906], [13.6529, 2.3630, 17.1032], [16.1852, 3.0225, 17.7317], [15.0957, 4.2936, 17.4793], [17.1688, 4.7584, 16.2465], [16.0095, 4.6021, 15.0516], [15.3525, -0.4910, 29.7429], [16.6486, -1.2505, 29.5198], [16.7917, -2.3690, 30.6193], [16.6871, -1.8436, 32.0001], [16.5969, -1.4122, 33.0602], [15.0495, 0.1079, 28.8841], [15.5752, 0.1793, 30.5731], [14.5518, -1.1736, 30.0278], [17.4864, -0.5533, 29.5243], [16.6488, -1.6919, 28.5232], [17.7629, -2.8402, 30.4679], [16.0398, -3.1503, 30.5083], [17.3138, -2.4260, 16.1073], [16.1948, -2.7171, 15.0896], [16.4596, -2.3476, 13.6200], [17.5964, -3.0918, 13.0198], [18.5060, -3.6657, 12.5909], [17.3483, -1.3734, 16.3881], [18.2895, -2.7559, 15.7505], [17.2172, -2.9425, 17.0622], [15.3441, -2.1470, 15.4629], [15.8460, -3.7340, 15.2695], [16.7083, -1.2939, 13.4944], [15.6187, -2.5476, 12.9559], [19.6515, 2.1471, 26.7177], [18.2721, 2.4224, 26.0793], [17.3509, 3.4011, 26.8395], [17.5913, 3.3493, 28.2808], [17.7952, 3.3436, 29.4179], [19.6147, 1.8818, 27.7743], [20.2616, 3.0275, 26.5157], [20.0733, 1.3043, 26.1702], [17.7823, 1.4538, 25.9793], [18.4240, 2.7071, 25.0382], [16.2823, 3.2631, 26.6747], [17.5463, 4.3903, 26.4255], [10.2040, -6.8116, 27.6029], [11.5608, -6.1483, 27.8905], [11.9388, -4.8990, 27.1347], [11.0141, -3.7853, 27.3090], [10.2716, -2.9174, 27.4397], [10.0447, -7.5909, 28.3482], [10.2227, -7.2634, 26.6112], [9.4228, -6.0534, 27.6564], [12.3661, -6.8491, 27.6702], [11.7387, -5.9744, 28.9517], [11.8362, -5.0562, 26.0610], [12.9613, -4.5780, 27.3333], [7.3161, -8.5275, 22.8827], [8.1739, -9.4397, 22.0049], [9.6713, -9.2943, 22.2447], [10.0436, -7.8651, 22.2380], [10.3140, -6.7488, 22.2233], [6.3080, -8.9167, 23.0256], [7.2617, -7.5238, 22.4610], [7.7030, -8.3702, 23.8895], [7.9812, -9.1568, 20.9701], [7.8163, -10.4467, 22.2202], [10.1899, -9.8447, 21.4596], [9.9889, -9.7507, 23.1822], [16.0029, -6.6569, 19.1305], [16.7197, -6.3563, 20.4837], [15.7885, -6.4263, 21.6507], [15.1914, -7.7978, 21.7789], [14.6919, -8.8724, 21.8997], [15.5537, -7.6499, 19.1479], [16.7741, -6.5723, 18.3649], [15.3101, -5.8310, 18.9689], [17.1392, -5.3537, 20.3998], [17.5428, -7.0397, 20.6922], [14.9987, -5.6834, 21.5390], [16.3552, -6.2198, 22.5586], [8.9291, 4.5676, 15.5667], [7.6902, 3.7262, 15.5017], [8.0036, 2.1675, 15.4469], [8.6662, 1.6626, 16.6464], [9.1761, 1.2507, 17.6096], [8.6769, 5.6238, 15.4717], [9.6805, 4.4864, 14.7813], [9.4057, 4.5163, 16.5456], [7.1517, 3.8856, 14.5675], [6.8975, 3.9837, 16.2040], [8.5807, 1.9911, 14.5392], [7.0513, 1.6389, 15.4039], [13.6008, -1.2080, 20.8308], [12.7274, -1.0486, 22.0605], [13.4296, -0.5435, 23.3711], [14.6180, -1.3110, 23.7498], [15.5625, -1.8989, 24.0770], [14.2564, -2.0787, 20.8138], [14.2975, -0.3734, 20.7526], [13.0020, -1.2578, 19.9214], [12.2286, -1.9927, 22.2795], [11.9408, -0.3151, 21.8837], [12.7638, -0.6151, 24.2312], [13.7155, 0.5016, 23.2522]], "charge": 0, "homo_lumo_gap_ev": 11.018}



*R*
{"formula": "C64H112N16", "method": "ωB97M-V/def2-TZVPD", "elements": ["C", "C", "C", "C", "N", "H", "H", "H", "H", "H", "H", "H", "C", "C", "C", "C", "N", "H", "H", "H", "H", "H", "H", "H", "C", "C", "C", "C", "N", "H", "H", "H", "H", "H", "H", "H", "C", "C", "C", "C", "N", "H", "H", "H", "H", "H", "H", "H", "C", "C", "C", "C", "N", "H", "H", "H", "H", "H", "H", "H", "C", "C", "C", "C", "N", "H", "H", "H", "H", "H", "H", "H", "C", "C", "C", "C", "N", "H", "H", "H", "H", "H", "H", "H", "C", "C", "C", "C", "N", "H", "H", "H", "H", "H", "H", "H", "C", "C", "C", "C", "N", "H", "H", "H", "H", "H", "H", "H", "C", "C", "C", "C", "N", "H", "H", "H", "H", "H", "H", "H", "C", "C", "C", "C", "N", "H", "H", "H", "H", "H", "H", "H", "C", "C", "C", "C", "N", "H", "H", "H", "H", "H", "H", "H", "C", "C", "C", "C", "N", "H", "H", "H", "H", "H", "H", "H", "C", "C", "C", "C", "N", "H", "H", "H", "H", "H", "H", "H", "C", "C", "C", "C", "N", "H", "H", "H", "H", "H", "H", "H", "C", "C", "C", "C", "N", "H", "H", "H", "H", "H", "H", "H"], "positions_angstrom": [[-4.9956, 2.0660, -4.5385], [-4.6880, 2.3208, -3.0810], [-3.1813, 2.4141, -2.7092], [-2.5077, 3.5792, -3.3017], [-1.9861, 4.5134, -3.7824], [-4.4908, 2.7073, -5.2610], [-6.0638, 2.0956, -4.7533], [-4.5315, 1.1128, -4.7921], [-5.2342, 1.5770, -2.5008], [-5.1624, 3.2165, -2.6801], [-2.6349, 1.5159, -2.9970], [-3.1362, 2.4800, -1.6221], [-2.2462, -2.6476, -2.3140], [-3.3393, -3.4128, -1.5869], [-2.8626, -4.6264, -0.8135], [-2.4026, -5.7209, -1.6662], [-2.0446, -6.5614, -2.3584], [-1.4174, -2.5145, -1.6187], [-2.5700, -1.6362, -2.5597], [-1.8895, -3.1460, -3.2153], [-4.1447, -3.7299, -2.2493], [-3.8645, -2.7725, -0.8782], [-3.7155, -5.0006, -0.2472], [-2.1115, -4.4104, -0.0537], [2.3161, -4.4006, -3.3479], [1.3094, -3.6639, -2.4879], [1.3442, -4.0100, -1.0063], [0.9533, -5.3890, -0.6304], [0.7140, -6.4497, -0.2960], [2.3841, -3.9004, -4.3139], [2.1080, -5.4601, -3.4973], [3.3008, -4.3642, -2.8820], [0.2898, -3.8792, -2.8074], [1.5101, -2.5973, -2.5886], [0.7249, -3.3118, -0.4432], [2.3533, -3.8848, -0.6136], [0.1950, 0.6180, -1.6671], [-0.6114, 0.6142, -0.3533], [-0.3854, -0.5347, 0.6716], [0.7831, -0.3201, 1.5274], [1.6833, -0.1359, 2.2108], [1.2385, 0.8658, -1.4727], [-0.2864, 1.2757, -2.3909], [0.1313, -0.3272, -2.2062], [-1.6399, 0.6045, -0.7141], [-0.5455, 1.6010, 0.1049], [-0.2379, -1.4747, 0.1399], [-1.2839, -0.7335, 1.2559], [-1.3900, -5.3269, 5.3999], [-1.5023, -6.2375, 4.1120], [-0.3263, -5.9505, 3.2005], [-0.3006, -4.5855, 2.5699], [-0.1748, -3.5449, 2.1013], [-0.7666, -5.8255, 6.1421], [-2.3522, -5.2469, 5.9057], [-1.0585, -4.3163, 5.1613], [-2.4279, -6.0032, 3.5863], [-1.6732, -7.2371, 4.5116], [-0.3352, -6.6566, 2.3701], [0.6421, -6.1497, 3.6593], [-6.8908, 0.7187, 2.9826], [-5.8726, 1.8749, 2.8327], [-5.3996, 2.3228, 1.4574], [-4.8040, 1.2350, 0.6853], [-4.3154, 0.3544, 0.1086], [-7.2202, 0.6539, 4.0196], [-6.4080, -0.2083, 2.6732], [-7.7329, 0.8588, 2.3049], [-4.9443, 1.5850, 3.3250], [-6.1824, 2.7399, 3.4192], [-4.7415, 3.1881, 1.5368], [-6.3061, 2.6147, 0.9272], [-0.7266, -0.6666, -8.2194], [-2.0355, -1.0104, -7.4460], [-1.9176, -0.9763, -5.9002], [-1.2882, 0.2197, -5.3290], [-0.7892, 1.1560, -4.8299], [-0.8939, -0.7426, -9.2938], [-0.0136, -1.4173, -7.8788], [-0.2710, 0.2890, -7.9596], [-2.4171, -1.9883, -7.7397], [-2.8407, -0.3130, -7.6769], [-1.2760, -1.7842, -5.5485], [-2.8876, -1.1082, -5.4209], [5.3487, -2.2495, 2.8031], [4.7875, -3.3584, 1.9483], [3.3039, -3.7978, 2.3167], [3.1152, -4.2347, 3.6782], [2.9881, -4.5372, 4.7668], [5.3695, -2.4719, 3.8700], [4.9038, -1.2783, 2.5864], [6.4157, -2.1282, 2.6162], [5.4000, -4.2393, 2.1404], [4.9146, -3.1806, 0.8804], [2.8816, -4.6078, 1.7219], [2.5750, -2.9953, 2.2034], [0.0052, -2.3620, 6.8147], [0.4823, -1.7697, 5.4936], [1.9255, -1.1897, 5.5731], [1.8860, 0.0954, 6.3443], [1.7870, 1.0915, 6.9471], [-1.0848, -2.3588, 6.8215], [0.4094, -1.7203, 7.5977], [0.4032, -3.3762, 6.8489], [-0.1833, -0.9609, 5.1919], [0.4609, -2.4792, 4.6665], [2.3118, -0.9905, 4.5736], [2.5578, -1.8954, 6.1120], [-1.6591, 2.8866, 2.8932], [-1.4284, 1.8011, 3.9784], [-1.2865, 2.4338, 5.3775], [-0.2937, 3.5138, 5.4223], [0.5314, 4.3504, 5.4520], [-1.8473, 2.3750, 1.9493], [-0.7572, 3.4958, 2.8342], [-2.4790, 3.5716, 3.1091], [-0.5251, 1.2349, 3.7515], [-2.2829, 1.1284, 4.0514], [-1.0428, 1.6448, 6.0889], [-2.2202, 2.8284, 5.7782], [5.5274, 2.6607, 3.2807], [4.3250, 1.9267, 3.8597], [3.0554, 2.7610, 3.9900], [2.5576, 3.1595, 2.6482], [2.1674, 3.4753, 1.6132], [5.3253, 3.0481, 2.2821], [6.3657, 1.9709, 3.1827], [5.8822, 3.5087, 3.8665], [4.6348, 1.3776, 4.7489], [4.1057, 1.0500, 3.2503], [3.2503, 3.6883, 4.5286], [2.1787, 2.2714, 4.4139], [1.3373, 3.7868, -3.6782], [1.7216, 4.2183, -5.1342], [2.8408, 5.2112, -5.2918], [4.0428, 4.6401, -4.6713], [5.0054, 4.1603, -4.2074], [2.1840, 3.4207, -3.0975], [0.6948, 2.9142, -3.7959], [0.8392, 4.6220, -3.1858], [0.8787, 4.7031, -5.6267], [1.9861, 3.3423, -5.7265], [2.5654, 6.1680, -4.8481], [3.0032, 5.4130, -6.3505], [4.1690, 1.1954, -5.9871], [3.2212, 0.6387, -4.8751], [1.9330, -0.0220, -5.4205], [2.2141, -1.2209, -6.1932], [2.5240, -2.1682, -6.7949], [4.4104, 0.3911, -6.6820], [5.0989, 1.5755, -5.5643], [3.7274, 2.0045, -6.5688], [2.9215, 1.5291, -4.3225], [3.7472, 0.0149, -4.1523], [1.3942, 0.6861, -6.0501], [1.2630, -0.3398, -4.6216], [5.8207, 1.4387, -1.9815], [5.5817, 1.3978, -0.4664], [4.1741, 1.0185, -0.0966], [3.7528, -0.2934, -0.6301], [3.4380, -1.3131, -1.0488], [5.8012, 0.4348, -2.4056], [6.7075, 1.9928, -2.2890], [4.9479, 1.9308, -2.4106], [5.9256, 2.2997, 0.0401], [6.2738, 0.7466, 0.0675], [3.5123, 1.8177, -0.4303], [4.0503, 0.9165, 0.9815], [-0.9967, 7.5476, -0.4000], [-0.3274, 6.3145, -1.1123], [-0.7114, 5.0312, -0.3929], [-2.1594, 4.8181, -0.2230], [-3.3016, 4.6654, -0.0706], [-2.0842, 7.4798, -0.4295], [-0.6648, 8.4784, -0.8601], [-0.5707, 7.6692, 0.5959], [0.7502, 6.3525, -0.9532], [-0.5496, 6.3265, -2.1793], [-0.2409, 4.9939, 0.5896], [-0.2204, 4.1915, -0.8847], [-3.6117, -2.0434, 4.8361], [-3.4084, -1.5114, 3.3924], [-3.8711, -2.4177, 2.2588], [-5.3119, -2.6210, 2.1143], [-6.4447, -2.8021, 2.0485], [-3.2820, -1.2457, 5.5017], [-3.0599, -2.9626, 5.0328], [-4.6624, -2.2637, 5.0249], [-2.3674, -1.1996, 3.3084], [-3.9937, -0.5939, 3.4537], [-3.3909, -3.3952, 2.3022], [-3.5648, -1.9279, 1.3345]], "charge": 0, "homo_lumo_gap_ev": 11.732}



Pick the most stable structure from those above. Pick: *R*